# 1
The following is a DFT calculation (wB97M-V/def2-TZVPD) of a cluster of 2 separate species, C3H4IOS in total.

```
! wB97M-V def2-TZVPD RIJCOSX def2/J DEFGRID3
* xyz -1 1
C 0.62 1.48 -1.30
C -0.40 -1.38 0.20
C -0.04 0.19 0.58
O -0.23 2.13 -1.74
S 2.18 1.03 -1.24
I -1.57 1.25 1.65
H 0.24 -1.64 -0.63
H -0.18 -1.92 1.24
H -1.48 -1.44 0.01
H 0.88 0.29 1.23
*
```

For the gap between HOMO and LUMO, the calculation gives 0.213 Eh. Its HOMO energy is -0.097 hartree.

---

# 2
The following is a DFT calculation (wB97M-V/def2-TZVPD) of a structure of composition C52H51CrF9N2PSi.

```
! wB97M-V def2-TZVPD RIJCOSX def2/J DEFGRID3
* xyz 2 4
Cr 0.69 -1.29 -0.38
C 1.73 0.37 -4.03
C 0.70 -0.45 -3.33
C 1.06 -1.67 -2.72
C 0.06 -2.52 -2.20
C 0.27 -4.01 -2.13
C -1.25 -2.03 -2.11
C -1.63 -0.84 -2.74
C -3.07 -0.47 -2.89
C -0.64 -0.07 -3.36
H 1.62 0.26 -5.11
H 2.74 0.05 -3.78
H 1.62 1.44 -3.83
H 2.04 -2.07 -2.92
H 0.13 -4.41 -3.13
H -0.46 -4.50 -1.48
H 1.27 -4.28 -1.81
H -2.03 -2.69 -1.74
H -3.45 -0.91 -3.81
H -3.18 0.61 -2.98
H -3.68 -0.84 -2.07
H -0.93 0.79 -3.94
N 1.89 0.54 -0.50
C 2.45 1.50 0.51
C 2.26 1.09 1.96
C 0.82 1.14 2.47
C 0.17 -0.23 2.63
N -0.41 -0.72 1.34
H 2.67 0.22 -1.07
H 1.30 1.08 -1.14
H 2.00 2.48 0.35
H 3.52 1.60 0.33
H 2.87 1.78 2.55
H 2.69 0.10 2.11
H 0.20 1.75 1.81
H 0.80 1.63 3.45
H -0.63 -0.17 3.37
H 0.89 -0.96 2.98
H -1.02 0.02 0.99
H -1.03 -1.49 1.58
C 5.03 -4.21 -2.86
C 4.33 -5.13 -2.10
C 3.56 -4.70 -1.02
C 3.47 -3.34 -0.71
C 4.19 -2.43 -1.49
C 4.97 -2.86 -2.55
Si 2.44 -2.75 0.76
C 3.60 -2.07 2.07
C 4.87 -1.59 1.73
C 5.76 -1.17 2.71
C 5.40 -1.24 4.05
C 4.14 -1.72 4.40
C 3.25 -2.13 3.42
C 1.26 -4.01 1.53
C 1.74 -4.96 2.45
C 0.88 -5.89 3.01
C -0.47 -5.90 2.68
C -0.96 -4.97 1.78
C -0.10 -4.04 1.21
H 5.64 -4.55 -3.70
H 4.38 -6.18 -2.33
H 3.04 -5.43 -0.41
H 4.15 -1.37 -1.26
H 5.54 -2.14 -3.14
H 5.18 -1.55 0.70
H 6.74 -0.80 2.43
H 6.09 -0.92 4.82
H 3.86 -1.79 5.45
H 2.29 -2.53 3.72
H 2.79 -4.97 2.71
H 1.27 -6.62 3.71
H -1.14 -6.63 3.12
H -2.01 -4.98 1.51
H -0.49 -3.34 0.48
F -2.62 6.76 -5.10
C -2.86 5.46 -5.30
F -4.13 5.34 -5.72
F -2.06 5.04 -6.29
C -2.64 4.66 -4.04
C -3.62 4.68 -3.05
C -3.44 3.95 -1.88
C -2.29 3.18 -1.71
C -1.31 3.20 -2.70
C -1.47 3.94 -3.86
P -1.91 2.16 -0.23
C -1.48 3.54 0.92
C -2.11 3.80 2.13
C -1.55 4.71 3.02
C -0.37 5.37 2.69
C 0.23 5.16 1.46
C -0.33 4.25 0.58
C 0.28 6.26 3.71
F -0.60 7.03 4.35
F 0.91 5.51 4.64
F 1.21 7.06 3.16
C -3.51 1.50 0.38
C -4.63 1.32 -0.43
C -5.70 0.55 0.01
C -5.65 -0.06 1.25
C -4.55 0.12 2.08
C -3.49 0.89 1.64
C -6.74 -1.01 1.68
F -6.96 -0.95 3.00
F -7.89 -0.79 1.05
F -6.36 -2.28 1.39
H -4.52 5.26 -3.19
H -4.19 4.00 -1.10
H -0.40 2.62 -2.55
H -0.70 3.95 -4.62
H -3.03 3.31 2.40
H -2.02 4.90 3.98
H 1.12 5.71 1.19
H 0.13 4.10 -0.39
H -4.68 1.78 -1.41
H -6.57 0.41 -0.62
H -4.53 -0.36 3.05
H -2.65 1.05 2.31
*
```

For the gap between HOMO and LUMO (spin up / spin down), the calculation gives 0.241 / 0.265 Eh. Its HOMO energy (spin up / spin down) is -0.499 / -0.489 hartree. Its expectation value of S² is 4.205.

---

# 3
The following is a DFT calculation (wB97M-V/def2-TZVPD) of a structure of composition C19H37HgN5OS2.

```
! wB97M-V def2-TZVPD RIJCOSX def2/J DEFGRID3
* xyz 1 2
Hg -0.58 -1.39 -1.73
O -1.50 -1.34 1.01
C -2.88 -1.14 0.63
C -3.29 0.32 0.82
C -2.22 1.32 0.36
C -2.27 1.78 -1.07
C -2.34 3.14 -1.38
C -2.25 3.54 -2.70
C -2.13 2.58 -3.69
C -2.11 1.25 -3.31
N -2.16 0.86 -2.03
H -1.43 -2.18 1.47
H -3.53 -1.77 1.24
H -3.01 -1.43 -0.41
H -3.47 0.49 1.88
H -4.24 0.46 0.29
H -1.25 0.84 0.50
H -2.25 2.20 1.00
H -2.45 3.86 -0.59
H -2.25 4.59 -2.95
H -2.03 2.85 -4.74
H -2.03 0.46 -4.05
C 3.61 2.86 1.76
C 2.52 3.51 2.62
C 1.63 2.49 3.33
C 0.77 1.66 2.38
N 1.43 0.41 1.99
C 1.56 -0.07 0.76
S 1.15 0.86 -0.64
N 2.05 -1.30 0.60
C 2.67 -2.11 1.64
C 4.04 -1.61 2.11
C 5.18 -1.75 1.09
C 5.03 -0.89 -0.17
H 4.27 3.62 1.34
H 3.18 2.30 0.93
H 4.22 2.19 2.37
H 1.90 4.16 2.00
H 3.00 4.13 3.38
H 0.97 3.02 4.02
H 2.25 1.83 3.94
H 0.55 2.22 1.48
H -0.18 1.40 2.86
H 1.71 -0.19 2.75
H 2.27 -1.54 -0.36
H 2.76 -3.12 1.25
H 1.99 -2.16 2.50
H 4.30 -2.20 2.99
H 3.97 -0.57 2.43
H 5.29 -2.80 0.81
H 6.10 -1.46 1.60
H 4.34 -1.34 -0.89
H 5.99 -0.78 -0.67
H 4.66 0.11 0.07
C -3.83 -4.35 -1.85
N -3.64 -3.54 -3.04
C -4.19 -2.32 -3.23
N -3.98 -1.73 -4.43
S -5.07 -1.53 -2.05
H -3.74 -5.40 -2.12
H -4.81 -4.16 -1.44
H -3.08 -4.11 -1.08
H -3.08 -3.94 -3.78
H -3.57 -2.23 -5.20
H -4.49 -0.88 -4.61
*
```

For the gap between HOMO and LUMO (spin up / spin down), the calculation gives 0.307 / 0.175 Eh. Its HOMO energy (spin up / spin down) is -0.385 / -0.385 hartree. Its expectation value of S² is 0.759.

---

# 4
The following is a DFT calculation (wB97M-V/def2-TZVPD) of a cluster of 2 separate species, C23H24NO in total.

```
! wB97M-V def2-TZVPD RIJCOSX def2/J DEFGRID3
* xyz 1 1
C -2.99 -2.02 -0.04
N -2.57 -0.61 -0.03
C -3.01 0.08 -1.23
C -2.99 0.09 1.18
H -2.57 -2.52 0.84
H -4.10 -2.12 -0.02
H -2.60 -2.48 -0.94
H -2.61 1.10 -1.23
H -2.62 -0.45 -2.11
H -4.12 0.13 -1.32
H -2.60 1.11 1.14
H -4.09 0.14 1.29
H -2.56 -0.42 2.05
C 1.87 6.03 0.64
O 1.10 5.20 -0.28
C 0.84 3.88 -0.08
C 0.10 3.21 -1.09
C 0.00 1.84 -1.11
C 0.45 1.05 -0.01
C 0.36 -0.39 -0.07
C 0.50 -1.25 1.08
C 0.90 -2.56 0.61
C 1.36 -3.52 1.50
C 1.32 -3.27 2.88
C 0.97 -1.99 3.34
C 0.59 -0.98 2.45
C 1.00 -2.51 -0.82
C 0.67 -1.17 -1.25
C 0.96 -0.83 -2.58
C 1.32 -1.82 -3.50
C 1.56 -3.14 -3.08
C 1.47 -3.46 -1.72
C 1.17 1.74 1.00
C 1.28 3.13 1.03
H 1.80 7.00 0.15
H 1.42 6.07 1.63
H 2.93 5.72 0.70
H -0.30 3.82 -1.89
H -0.40 1.36 -2.01
H 1.74 -4.47 1.12
H 1.56 -4.05 3.60
H 1.04 -1.77 4.41
H 0.43 0.03 2.81
H 0.94 0.21 -2.90
H 1.45 -1.56 -4.55
H 1.80 -3.90 -3.82
H 1.71 -4.45 -1.37
H 1.75 1.15 1.72
H 1.75 3.62 1.87
*
```

For the gap between HOMO and LUMO, the calculation gives 0.218 Eh. Its HOMO energy is -0.418 hartree.

---

How do the records compare in relative energy (zero: lowest compared OMol25 entry of this formula, charge and spin)? In the order shown, they have 1.824; 0.021; 0.581; 2.034 eV.
How do the records compare in F_max? In the order shown, they have 4.53; 1.78; 1.22; 2.21 eV Å⁻¹.